Entry 1:
Formula: C24H22N3NaO2S
Source: the OMol25 dataset
Level of theory: ωB97M-V/def2-TZVPD

Calculated values
Kohn-Sham gap in eV: 4.86
Energy relative to the best compared isomer or geometry (same formula, charge and spin) in kcal per mole: 1.2
LUMO in eV: 4.1
Total charge: -2
E_tot in Ha: -1803.04069

Geometry as XYZ:
```
53
Properties=species:S:1:pos:R:3:lowdin_charge:R:1
Na -0.600 0.504 0.562 0.42
C -0.034 -1.891 4.311 -0.24
C 1.361 -1.968 4.508 -0.25
C 1.967 -2.171 3.251 -0.22
C 0.946 -2.220 2.284 -0.21
C -0.289 -2.049 2.935 -0.21
H -0.781 -1.761 5.087 0.05
H 1.875 -1.877 5.459 0.06
H 3.030 -2.249 3.057 0.06
H 1.087 -2.360 1.218 0.07
H -1.262 -2.060 2.459 0.07
C 1.561 4.290 -1.093 -0.06
C 0.665 3.049 -1.133 -0.56
O 0.145 2.727 -0.030 -0.10
C 0.526 2.411 -2.364 -0.08
C -0.365 1.320 -2.676 -0.37
C -0.597 1.031 -4.146 -0.08
N -0.981 0.646 -1.762 0.00
N -1.913 -0.283 -2.244 0.03
C -2.590 -0.830 -1.261 -0.52
O -2.500 -0.651 -0.011 -0.11
C -3.638 -1.823 -1.731 -0.13
C -4.389 -2.507 -0.779 -0.04
C -5.363 -3.420 -1.163 -0.11
C -5.602 -3.663 -2.509 -0.14
C -4.855 -2.984 -3.466 -0.12
C -3.883 -2.073 -3.081 -0.05
H 2.348 4.127 -0.352 0.06
H 0.970 5.147 -0.760 0.06
H 2.014 4.523 -2.059 0.05
H 1.042 2.860 -3.206 0.06
H 0.082 1.622 -4.763 0.05
H -1.628 1.263 -4.420 0.06
H -0.462 -0.031 -4.353 0.06
H -4.176 -2.300 0.262 0.11
H -5.935 -3.947 -0.407 0.09
H -6.361 -4.376 -2.811 0.08
H -5.034 -3.167 -4.521 0.08
H -3.290 -1.534 -3.808 0.09
S 2.765 1.280 4.326 1.00
C 1.243 0.916 3.552 -0.44
N 1.234 0.922 2.271 0.07
C 2.513 1.179 1.781 -0.29
C 2.860 1.208 0.430 0.00
C 4.174 1.464 0.091 -0.09
C 5.145 1.689 1.074 -0.12
C 4.815 1.659 2.415 -0.12
C 3.489 1.402 2.759 -0.49
H 0.375 0.689 4.152 0.07
H 2.113 1.054 -0.337 0.11
H 4.448 1.496 -0.957 0.10
H 6.169 1.888 0.780 0.09
H 5.564 1.825 3.179 0.09
```

***

Entry 2:
Formula: C24H22N4O2
Source: the OMol25 dataset
Level of theory: ωB97M-V/def2-TZVPD

Calculated values
Kohn-Sham gap in eV: 8.62
Energy relative to the best compared isomer or geometry (same formula, charge and spin) in kcal per mole: 0.0
LUMO in eV: 0.2
Structure (SMILES): O=C(CCc1nnc(-c2ccc(-c3ccccc3)cc2)o1)NCCc1ccccn1
E_tot in Ha: -1297.30487

Geometry as XYZ:
```
52
Properties=species:S:1:pos:R:3:lowdin_charge:R:1
O 0.563 2.528 -2.693 0.06
C 0.641 1.652 -3.529 -0.52
N -0.427 0.936 -3.939 0.07
H -0.301 0.157 -4.567 0.13
C -1.704 1.006 -3.269 -0.16
H -2.400 1.622 -3.853 0.12
C -2.298 -0.394 -3.083 -0.12
C -1.349 -1.300 -2.350 -0.29
N -0.429 -1.908 -3.091 0.11
C 0.427 -2.725 -2.498 -0.15
C 0.418 -2.983 -1.136 -0.06
C -0.530 -2.336 -0.358 -0.06
C -1.426 -1.478 -0.973 -0.02
H -2.175 -0.955 -0.397 0.12
H -0.568 -2.495 0.709 0.11
H 1.139 -3.655 -0.701 0.11
H 1.154 -3.195 -3.148 0.11
H -3.236 -0.310 -2.535 0.12
H -2.499 -0.824 -4.067 0.12
H -1.539 1.497 -2.306 0.12
C 1.942 1.298 -4.245 -0.08
H 2.714 1.972 -3.871 0.13
H 1.817 1.472 -5.315 0.12
C 2.363 -0.158 -4.012 -0.10
C 2.483 -0.462 -2.566 -0.35
N 3.348 -1.229 -1.983 0.10
N 3.064 -1.221 -0.667 0.11
C 2.038 -0.440 -0.503 -0.30
C 1.358 -0.103 0.724 -0.16
C 0.376 0.887 0.725 0.00
C -0.292 1.187 1.894 -0.01
C -0.001 0.509 3.078 -0.18
C 0.991 -0.473 3.065 -0.02
C 1.669 -0.777 1.904 -0.01
H 2.441 -1.530 1.884 0.12
H 1.242 -0.985 3.983 0.12
C -0.722 0.828 4.318 -0.19
C -1.001 2.150 4.657 -0.03
C -1.674 2.449 5.827 -0.08
C -2.087 1.433 6.673 -0.09
C -1.818 0.115 6.344 -0.08
C -1.138 -0.186 5.179 -0.04
H -0.945 -1.217 4.920 0.11
H -2.141 -0.682 6.998 0.10
H -2.615 1.668 7.585 0.10
H -1.876 3.479 6.081 0.10
H -0.665 2.947 4.010 0.11
H -1.062 1.944 1.890 0.12
H 0.158 1.421 -0.188 0.11
O 1.617 0.070 -1.683 0.12
H 3.327 -0.362 -4.479 0.13
H 1.626 -0.843 -4.443 0.10
```

***

Entry 3:
Formula: C24H22N6O10RhS2
Source: the OMol25 dataset
Level of theory: ωB97M-V/def2-TZVPD

Calculated values
Kohn-Sham gap in eV: 7.22
Energy relative to the best compared isomer or geometry (same formula, charge and spin) in kcal per mole: 0.0
LUMO in eV: 1.6
Total charge: -1
E_tot in Ha: -2915.66529

Geometry as XYZ:
```
65
Properties=species:S:1:pos:R:3:lowdin_charge:R:1
Rh 0.254 -0.535 0.072 1.03
C -3.775 -2.932 2.928 -0.08
C -2.986 -1.920 3.750 -0.28
N -2.821 -0.650 3.062 -0.02
C -1.891 -0.442 2.102 -0.70
S -0.546 -1.528 1.997 0.79
N -2.123 0.611 1.332 0.04
N -1.202 0.781 0.364 -0.11
C -1.380 1.656 -0.571 -0.26
C -2.575 2.544 -0.653 -0.01
C -0.322 1.704 -1.588 -0.19
C -0.248 2.670 -2.582 0.00
C 0.825 2.649 -3.458 -0.06
C 1.805 1.679 -3.325 -0.04
C 1.665 0.734 -2.321 -0.07
N 0.622 0.748 -1.504 0.02
H -3.787 -3.903 3.426 0.07
H -3.327 -3.055 1.941 0.06
H -4.809 -2.606 2.796 0.07
H -1.996 -2.307 3.981 0.07
H -3.477 -1.715 4.704 0.11
H -3.651 -0.092 2.925 0.13
H -3.298 2.250 0.101 0.07
H -3.034 2.469 -1.641 0.09
H -2.291 3.584 -0.486 0.07
H -1.008 3.435 -2.650 0.11
H 0.900 3.398 -4.237 0.11
H 2.661 1.643 -3.983 0.11
H 2.381 -0.061 -2.150 0.13
O -2.486 -3.165 -0.774 0.05
C -1.359 -2.704 -0.785 -0.61
O -1.115 -1.443 -1.039 -0.16
C -0.171 -3.637 -0.629 -0.07
C -0.472 -4.978 -0.595 0.07
C 0.532 -5.940 -0.561 -0.15
C 1.861 -5.573 -0.603 0.07
C 2.180 -4.236 -0.659 -0.05
C 1.196 -3.195 -0.597 -0.27
O 1.567 -1.978 -0.487 -0.15
N 3.604 -3.921 -0.788 -0.35
O 4.403 -4.754 -0.380 0.05
O 3.927 -2.878 -1.315 0.09
N 0.186 -7.349 -0.521 -0.37
O 1.094 -8.165 -0.482 0.05
O -0.995 -7.652 -0.517 0.06
H -1.512 -5.269 -0.609 0.13
H 2.645 -6.314 -0.603 0.13
C 0.662 6.516 -1.024 -0.06
C 1.005 5.246 -0.292 -0.29
C 2.150 4.521 -0.615 -0.05
C 2.476 3.362 0.071 -0.05
C 1.647 2.907 1.087 -0.27
C 0.502 3.610 1.420 -0.06
C 0.192 4.778 0.736 -0.05
S 2.084 1.413 1.958 0.47
O 3.474 1.578 2.298 -0.30
O 1.134 1.293 3.034 -0.33
O 1.967 0.315 0.935 -0.44
H 1.206 6.587 -1.966 0.07
H 0.918 7.395 -0.427 0.08
H -0.406 6.573 -1.242 0.07
H 2.795 4.872 -1.413 0.11
H 3.376 2.808 -0.167 0.12
H -0.131 3.236 2.214 0.11
H -0.700 5.333 1.006 0.11
```

***

Entry 4:
Formula: C24H22O4
Source: the OMol25 dataset
Level of theory: ωB97M-V/def2-TZVPD

Calculated values
Kohn-Sham gap in eV: 8.09
LUMO in eV: 0.0
Structure (SMILES): COc1ccc([C@H](OC)C(C(=O)c2ccccc2)C(=O)c2ccccc2)cc1
E_tot in Ha: -1228.63017

Geometry as XYZ:
```
50
Properties=species:S:1:pos:R:3:lowdin_charge:R:1
C -0.905 1.344 5.635 -0.02
O -1.776 0.452 4.811 -0.10
C -1.273 -0.241 3.768 -0.28
C -2.195 -0.937 2.929 0.01
C -1.732 -1.423 1.728 -0.02
C -0.396 -1.175 1.357 -0.16
C 0.072 -1.543 -0.055 -0.27
O 1.377 -2.059 0.046 -0.14
C 1.605 -3.326 -0.613 -0.05
C 0.495 -0.577 2.203 -0.03
C 0.069 -0.073 3.404 -0.02
H -1.606 1.814 6.343 0.10
H -0.178 0.731 6.139 0.08
H -0.448 2.075 4.983 0.08
H -3.208 -1.084 3.319 0.12
H -2.415 -1.997 1.115 0.12
H -0.620 -2.143 -0.661 0.14
H 2.497 -3.206 -1.305 0.10
H 1.823 -3.998 0.232 0.09
H 0.715 -3.688 -1.183 0.10
H 1.535 -0.600 1.884 0.13
H 0.818 0.389 4.027 0.10
C 4.165 -0.586 -4.275 -0.07
C 3.826 0.352 -3.306 -0.08
C 2.602 0.255 -2.620 -0.02
C 1.716 -0.804 -2.894 -0.12
C 0.353 -1.086 -2.292 -0.28
C -0.005 -0.326 -1.011 -0.09
C -1.489 0.032 -0.996 -0.29
C -1.775 1.437 -0.464 -0.11
C -0.910 2.544 -0.401 -0.03
C -1.375 3.799 0.004 -0.09
C -2.708 3.987 0.307 -0.08
C -3.594 2.893 0.266 -0.07
C -3.144 1.659 -0.149 -0.02
O -2.418 -0.718 -1.274 0.10
O -0.305 -2.040 -2.716 0.07
C 2.061 -1.703 -3.937 -0.03
C 3.280 -1.642 -4.564 -0.07
H 5.129 -0.544 -4.758 0.10
H 4.505 1.172 -3.063 0.11
H 2.364 1.001 -1.847 0.11
H 0.620 0.617 -0.999 0.12
H 0.158 2.444 -0.663 0.10
H -0.664 4.632 0.084 0.11
H -3.072 4.956 0.642 0.10
H -4.629 2.994 0.558 0.10
H -3.827 0.833 -0.247 0.11
H 1.348 -2.479 -4.203 0.12
H 3.536 -2.413 -5.287 0.11
```

***

Entry 5:
Formula: C24H23AlBrN2O2S3
Source: the OMol25 dataset
Level of theory: ωB97M-V/def2-TZVPD

Calculated values
Kohn-Sham gap in eV: 6.97
Energy relative to the best compared isomer or geometry (same formula, charge and spin) in kcal per mole: 0.0
LUMO in eV: 2.2
Total charge: -1
E_tot in Ha: -5199.57763

Geometry as XYZ:
```
56
Properties=species:S:1:pos:R:3:lowdin_charge:R:1
Al 2.119 0.747 0.021 -0.13
S 5.318 -2.455 0.181 0.40
C 4.074 -1.322 0.119 -1.70
S 3.354 -0.781 -1.365 0.56
S 3.354 -0.463 1.474 0.60
C -0.217 5.487 -2.051 -0.10
C 0.147 4.295 -2.679 -0.10
C 0.931 3.385 -2.028 -0.03
C 1.529 3.658 -0.748 -0.15
C 2.336 2.732 0.046 -0.10
C 2.858 3.204 1.211 -0.13
C 2.802 4.550 1.595 -0.09
C 2.029 5.392 0.878 -0.06
C 1.320 4.956 -0.277 -0.17
C 0.429 5.868 -0.912 -0.04
H -0.951 6.121 -2.488 0.09
H -0.470 3.943 -3.530 0.11
H 1.090 2.423 -2.451 0.09
H 3.279 2.558 1.930 0.06
H 3.308 4.917 2.518 0.11
H 1.997 6.449 1.158 0.11
H 0.220 6.787 -0.513 0.08
C -1.813 -3.197 0.227 -0.17
C -1.443 -4.647 0.645 -0.16
N 0.023 -4.858 0.551 -0.15
C 0.551 -4.300 -0.738 -0.14
C 0.373 -2.783 -0.756 -0.15
N -0.606 -2.405 0.288 -0.16
C 0.075 -2.653 1.562 -0.17
C 0.649 -4.070 1.628 -0.16
H -2.587 -2.847 0.916 0.11
H -2.253 -3.109 -0.770 0.12
H -2.025 -5.417 0.077 0.11
H -1.683 -4.854 1.694 0.10
H 0.005 -4.800 -1.551 0.11
H 1.607 -4.607 -0.826 0.12
H -0.026 -2.448 -1.711 0.12
H 1.287 -2.255 -0.529 0.06
H -0.724 -2.531 2.311 0.12
H 0.809 -1.882 1.710 0.07
H 0.365 -4.506 2.605 0.11
H 1.756 -4.092 1.568 0.13
Br -6.183 -0.947 -0.189 0.65
C -4.328 -0.350 -0.098 -0.65
C -3.621 -0.268 -1.283 -0.13
C -2.281 0.086 -1.255 0.00
C -1.642 0.202 -0.019 -0.13
C -2.343 0.046 1.160 -0.02
C -3.710 -0.167 1.116 -0.13
C -0.173 0.458 -0.031 -0.55
O 0.448 0.621 1.025 0.06
O 0.464 0.488 -1.128 0.00
H -4.124 -0.485 -2.240 0.11
H -1.702 0.231 -2.157 0.12
H -1.752 0.117 2.059 0.13
H -4.250 -0.227 2.050 0.10
```